No. 1
Here is C22H29N9S3Ti as an isolated structure in a non-equilibrium geometry from the Open Molecules 2025 dataset. Energies are from the ωB97M-V functional and the def2-TZVPD basis.

Atoms and positions in Å:
Ti  0.58  -0.70  -0.15
C  -5.26  -2.09  1.25
C  -4.41  -0.98  1.89
N  -3.71  -0.07  0.98
C  -2.64  -0.38  0.26
S  -1.60  -1.63  0.90
N  -2.43  0.26  -0.88
N  -1.23  -0.09  -1.41
C  -0.95  0.39  -2.59
C  -1.91  1.32  -3.32
C  0.31  -0.12  -3.17
C  0.61  -0.02  -4.52
C  1.85  -0.50  -4.98
C  2.70  -1.16  -4.10
C  2.28  -1.31  -2.79
N  1.15  -0.76  -2.32
H  -5.63  -2.73  2.02
H  -6.06  -1.68  0.68
H  -4.64  -2.75  0.60
H  -5.05  -0.33  2.52
H  -3.65  -1.35  2.59
H  -4.35  0.46  0.42
H  -2.14  2.09  -2.56
H  -1.50  1.80  -4.25
H  -2.80  0.83  -3.66
H  0.01  0.48  -5.26
H  2.13  -0.39  -6.02
H  3.64  -1.56  -4.42
H  2.86  -1.85  -2.11
N  0.45  0.10  1.90
C  1.02  1.48  2.32
C  0.02  2.63  2.09
C  -1.23  2.49  2.96
C  -2.30  3.50  2.60
N  -2.84  3.22  1.28
H  -0.50  0.07  2.21
H  0.93  -0.66  2.40
H  1.99  1.57  1.82
H  1.19  1.36  3.37
H  -0.28  2.72  1.06
H  0.55  3.54  2.33
H  -0.91  2.62  4.01
H  -1.66  1.47  2.92
H  -1.89  4.51  2.56
H  -3.06  3.58  3.35
H  -3.36  3.98  0.84
H  -3.36  2.40  1.33
S  0.97  -3.02  0.00
C  2.69  -3.36  0.16
C  3.16  -4.69  0.24
C  4.50  -4.91  0.45
C  5.41  -3.88  0.48
C  4.95  -2.58  0.46
C  3.57  -2.30  0.34
S  2.89  -0.65  0.47
H  2.51  -5.52  0.20
H  4.81  -5.94  0.61
H  6.46  -4.10  0.63
H  5.64  -1.73  0.63
N  2.09  5.37  0.62
C  2.24  4.45  -0.06
N  2.44  3.37  -0.88
C  1.69  2.35  -0.70
N  1.07  1.36  -0.60

Its LUMO energy is -1.221 eV. As for the frontier orbital gap: 6.72 eV.

No. 2
Here is one molecule with the formula C15H16N4O4S in a non-equilibrium geometry from the Open Molecules 2025 dataset. Energies are from the ωB97M-V functional and the def2-TZVPD basis.

Atoms and positions in Å:
C  3.07  -4.11  -3.43
H  3.89  -3.82  -2.78
H  3.44  -4.20  -4.45
H  2.69  -5.07  -3.10
C  1.96  -3.06  -3.37
C  1.42  -2.90  -2.00
N  1.79  -3.58  -0.98
N  1.17  -3.27  0.15
C  0.30  -2.33  0.01
N  -0.46  -1.82  1.02
C  -1.31  -0.79  0.84
O  -1.56  -0.27  -0.23
C  -1.88  -0.27  2.17
O  -1.68  -0.83  3.22
N  -2.57  0.87  1.98
H  -2.58  1.20  1.02
C  -2.69  1.87  3.01
H  -2.96  1.38  3.95
H  -3.46  2.58  2.72
C  -1.33  2.58  3.20
H  -0.63  1.91  3.69
H  -1.45  3.50  3.77
O  -0.81  2.95  1.93
C  0.05  2.08  1.35
O  0.46  1.09  1.90
C  0.39  2.45  -0.04
C  -0.17  3.55  -0.68
C  0.15  3.81  -2.00
C  1.03  2.99  -2.68
C  1.59  1.89  -2.05
C  1.28  1.62  -0.73
H  1.71  0.78  -0.21
H  2.28  1.25  -2.58
H  1.27  3.19  -3.71
H  -0.29  4.67  -2.50
H  -0.86  4.19  -0.14
H  -0.30  -2.14  1.97
S  0.17  -1.71  -1.63
H  1.14  -3.34  -4.04
H  2.34  -2.09  -3.72

Its LUMO energy is -0.009 eV. Its structure (SMILES) is CCc1nnc(NC(=O)C(=O)NCCOC(=O)c2ccccc2)s1. As for the frontier orbital gap: 9.08 eV.

No. 3
Here is a 2-piece molecular cluster, C2H6OS overall in a non-equilibrium geometry from the Open Molecules 2025 dataset. Energies are from the ωB97M-V functional and the def2-TZVPD basis.

Atoms and positions in Å:
C  1.48  -0.56  0.44
C  0.88  0.47  -0.48
O  -2.89  -0.03  0.48
S  -2.38  0.01  -1.08
H  1.31  -1.57  -0.21
H  2.52  -0.18  0.46
H  0.99  -0.53  1.47
H  1.00  0.30  -1.56
H  0.60  1.41  0.06
H  -3.52  0.67  0.42

Its LUMO energy (alpha / beta) is -1.290 / 0.515 eV. As for the frontier orbital gap (alpha / beta): 6.56 / 9.70 eV.

No. 4
Here is H31O15 as an isolated structure in a non-equilibrium geometry from the Open Molecules 2025 dataset. Energies are from the ωB97M-V functional and the def2-TZVPD basis.

Atoms and positions in Å:
O  3.95  -0.40  0.06
H  2.22  -0.61  -0.46
H  4.66  -0.62  0.65
O  -3.69  -0.27  2.38
H  -3.83  0.63  2.69
H  -3.95  -0.25  1.46
O  1.28  -0.88  -0.30
H  -0.92  3.97  0.95
H  1.11  -0.27  0.44
O  0.94  3.27  -1.78
H  0.11  2.85  -1.54
H  0.70  4.14  -2.11
O  -2.35  1.43  0.11
H  -1.74  1.85  0.76
H  -2.18  0.53  -0.12
O  -1.14  3.19  1.46
H  1.42  -2.62  -3.06
H  -3.58  3.00  -1.38
O  0.45  -2.68  -3.02
H  0.01  -3.12  -1.29
H  -2.68  3.14  -2.80
O  1.53  -2.84  1.37
H  0.72  -2.58  1.87
H  1.34  -1.95  0.45
O  -3.11  3.49  -2.03
H  -2.00  3.21  1.88
H  -2.08  -0.81  -1.84
O  -0.81  -0.88  4.17
H  2.82  2.46  2.49
O  2.59  -0.24  -2.55
H  3.29  -0.75  -2.96
H  2.12  0.26  -3.22
O  -0.11  -3.67  -0.50
H  1.13  -3.57  0.83
H  -0.68  -4.41  -0.50
O  -1.24  -0.36  -1.68
H  0.36  -3.57  -3.37
H  -0.93  -0.27  -2.58
O  2.58  2.30  1.60
H  3.76  0.47  0.46
H  2.06  2.94  1.11
O  -0.80  -1.57  1.19
H  -1.16  -1.39  0.31
H  -1.52  -1.31  1.78
H  -0.64  0.05  4.08
H  -0.03  -1.31  4.53

As for the charge: +1. Its LUMO energy is -2.661 eV. As for the frontier orbital gap: 10.53 eV.

No. 5
Here is a 8-piece molecular cluster, C24H46FNO15S3 overall in a non-equilibrium geometry from the Open Molecules 2025 dataset. Energies are from the ωB97M-V functional and the def2-TZVPD basis.

Atoms and positions in Å:
N  0.34  0.56  0.98
H  -0.45  0.52  0.25
H  1.14  0.52  0.47
H  0.20  -0.04  1.76
H  0.29  1.52  1.27
F  -2.06  0.90  2.19
C  -1.15  -2.05  -4.56
C  -1.32  -1.57  -3.24
C  -0.69  -2.39  -2.17
O  0.23  -1.55  -1.57
C  0.34  -0.48  -2.29
O  1.22  0.41  -1.94
O  -0.54  -0.38  -3.16
H  -1.79  -3.02  -4.77
H  0.12  -2.44  -4.60
H  -1.25  -1.24  -5.33
H  -2.38  -1.30  -3.15
H  0.07  -3.18  -2.52
H  -1.39  -2.69  -1.57
C  -4.69  -1.38  1.50
C  -3.22  -1.96  1.71
C  -2.55  -1.87  3.14
O  -2.59  -3.23  3.55
C  -3.05  -4.04  2.60
O  -3.06  -5.23  2.62
O  -3.37  -3.40  1.47
H  -5.37  -1.84  2.15
H  -5.13  -1.95  0.51
H  -4.81  -0.27  1.83
H  -2.47  -1.58  0.99
H  -3.25  -1.19  3.75
H  -1.57  -1.47  3.37
C  -1.38  4.90  0.71
C  -1.47  5.35  2.10
C  -1.35  4.23  3.16
O  -0.01  4.37  3.72
C  0.58  5.43  3.27
O  1.70  5.78  3.58
O  -0.30  6.07  2.49
H  -0.55  4.31  0.62
H  -1.26  5.78  -0.03
H  -2.24  4.38  0.44
H  -2.42  6.09  2.32
H  -1.61  3.11  2.88
H  -2.08  4.24  4.03
C  1.70  -4.12  3.93
C  3.08  -4.07  3.32
C  2.94  -3.52  1.94
S  1.22  -3.91  1.42
O  1.16  -4.74  0.28
O  0.48  -2.63  1.36
C  0.78  -4.80  2.81
H  1.09  -3.09  4.19
H  1.79  -4.82  4.85
H  3.47  -4.94  3.33
H  3.93  -3.34  3.86
H  3.57  -3.81  1.03
H  3.02  -2.48  1.82
H  0.87  -6.05  2.70
H  -0.14  -4.67  2.84
C  4.93  -1.85  -0.54
C  5.07  -1.11  -1.85
C  4.80  0.32  -1.55
S  4.96  0.62  0.12
O  3.70  0.73  0.77
O  6.04  1.58  0.47
C  5.56  -1.04  0.57
H  5.31  -2.82  -0.75
H  3.79  -2.00  -0.67
H  4.56  -1.61  -2.79
H  6.21  -1.30  -1.96
H  3.76  0.85  -1.63
H  5.46  1.05  -2.09
H  5.33  -1.46  1.47
H  6.67  -1.11  0.31
C  -3.20  3.47  -4.79
C  -2.96  4.79  -3.89
C  -2.28  4.32  -2.59
S  -1.56  2.79  -2.96
O  -1.46  2.13  -1.72
O  -0.47  3.02  -3.80
C  -2.93  2.27  -3.93
H  -2.42  3.47  -5.56
H  -4.18  3.46  -5.29
H  -3.86  5.32  -3.74
H  -2.38  5.57  -4.39
H  -2.96  4.49  -1.73
H  -1.41  5.03  -2.39
H  -3.71  2.11  -3.06
H  -2.75  1.23  -4.25

Its LUMO energy is 0.124 eV. As for the frontier orbital gap: 8.85 eV.

No. 6
Here is a 2-piece molecular cluster, C22H44O7P overall in a non-equilibrium geometry from the Open Molecules 2025 dataset. Energies are from the ωB97M-V functional and the def2-TZVPD basis.

Atoms and positions in Å:
C  1.52  -7.05  -4.88
C  0.04  -6.73  -4.49
O  -0.48  -5.50  -5.03
P  0.18  -4.15  -4.29
O  1.23  -4.48  -3.25
C  -1.24  -3.28  -3.43
C  -1.24  -3.47  -1.88
C  -0.88  -2.11  -1.16
C  -0.96  -2.30  0.39
C  -1.64  -1.09  1.13
C  -0.86  -0.58  2.39
C  0.01  0.71  2.13
C  -0.31  1.90  3.09
C  0.53  1.87  4.43
C  1.15  3.28  4.79
C  2.72  3.23  4.94
C  3.22  3.90  6.28
C  4.33  5.00  6.06
O  3.96  6.26  6.62
C  2.88  6.81  5.86
O  0.79  -3.03  -5.38
C  1.41  -3.62  -6.53
C  2.95  -3.31  -6.64
H  2.05  -6.14  -5.26
H  2.05  -7.32  -3.94
H  1.62  -7.85  -5.63
H  -0.12  -6.81  -3.40
H  -0.58  -7.54  -4.94
H  -2.20  -3.58  -3.92
H  -1.12  -2.19  -3.63
H  -0.65  -4.33  -1.51
H  -2.32  -3.69  -1.59
H  -1.69  -1.38  -1.47
H  0.03  -2.52  0.86
H  -1.58  -3.23  0.59
H  -2.64  -1.44  1.45
H  -1.80  -0.25  0.43
H  -1.61  -0.32  3.17
H  -0.21  -1.37  2.83
H  1.08  0.44  2.28
H  -0.16  1.06  1.08
H  -0.03  2.83  2.55
H  -1.40  2.00  3.31
H  1.30  1.08  4.43
H  -0.20  1.65  5.24
H  0.74  3.64  5.76
H  0.90  4.02  4.00
H  3.17  3.82  4.11
H  3.07  2.18  4.89
H  2.42  4.36  6.88
H  3.69  3.10  6.90
H  5.25  4.71  6.62
H  4.63  5.08  4.99
H  2.80  7.88  6.18
H  3.07  6.81  4.77
H  1.91  6.33  6.11
H  0.92  -3.15  -7.42
H  1.27  -4.71  -6.63
H  3.16  -2.50  -7.36
H  3.45  -4.26  -6.93
H  3.29  -3.03  -5.62
C  -5.20  2.74  -2.89
C  -4.03  3.03  -1.97
C  -3.25  1.82  -1.56
O  -2.69  2.24  -0.31
C  -3.54  3.16  0.21
O  -3.47  3.59  1.31
O  -4.48  3.53  -0.71
H  -5.79  1.90  -2.53
H  -5.87  3.60  -2.95
H  -4.85  2.50  -3.90
H  -3.39  3.79  -2.42
H  -2.47  1.55  -2.27
H  -3.87  0.94  -1.37

As for the charge: -1. Its LUMO energy is 2.576 eV. As for the frontier orbital gap: 3.87 eV.

No. 7
Here is a 5-piece molecular cluster, H10O5 overall in a non-equilibrium geometry from the Open Molecules 2025 dataset. Energies are from the ωB97M-V functional and the def2-TZVPD basis.

Atoms and positions in Å:
O  1.25  -21.64  9.17
H  1.92  -21.79  8.51
H  1.63  -21.39  10.04
O  0.19  -19.73  12.83
H  0.30  -18.93  12.30
H  0.13  -19.38  13.69
O  5.02  -19.21  12.00
H  5.83  -19.22  11.53
H  4.54  -18.49  11.52
O  5.13  -20.92  9.40
H  5.25  -20.81  10.33
H  6.03  -20.84  9.11
O  2.58  -20.81  11.53
H  3.34  -20.36  11.89
H  1.81  -20.58  12.08

Its LUMO energy is 0.190 eV. Its structure (SMILES) is O.O.O.O.O. As for the frontier orbital gap: 10.34 eV.

No. 8
Here is C49H58BBiCl2GeIN8O4S3 as an isolated structure from the Open Molecules 2025 dataset. Energies are from the ωB97M-V functional and the def2-TZVPD basis.

Atoms and positions in Å:
Bi  -0.31  -0.68  -0.33
C  -5.20  1.37  0.92
C  -5.39  0.11  0.08
C  -4.88  0.37  -1.33
C  -6.86  -0.29  0.00
N  -4.66  -1.01  0.79
C  -5.11  -1.41  2.03
C  -4.33  -2.43  2.44
N  -3.40  -2.66  1.46
B  -2.33  -3.76  1.67
N  -1.85  -4.38  0.33
C  -2.69  -5.26  -0.32
C  -2.08  -5.66  -1.45
N  -0.85  -5.03  -1.50
C  -0.73  -4.25  -0.41
S  0.62  -3.23  -0.03
C  0.13  -5.21  -2.63
C  1.48  -5.67  -2.07
C  -0.38  -6.29  -3.57
C  0.23  -3.89  -3.40
N  -1.16  -3.27  2.56
C  -0.43  -4.20  3.26
C  0.43  -3.53  4.06
N  0.21  -2.18  3.86
C  -0.74  -2.04  2.91
S  -1.30  -0.55  2.21
C  1.01  -1.15  4.62
C  1.36  -1.73  5.99
C  2.27  -0.88  3.81
C  0.23  0.14  4.85
C  -3.60  -1.78  0.47
S  -2.63  -1.69  -0.97
H  -5.72  2.20  0.45
H  -4.14  1.62  0.99
H  -5.60  1.25  1.93
H  -5.51  1.17  -1.74
H  -4.99  -0.50  -1.98
H  -3.85  0.71  -1.37
H  -7.40  0.46  -0.58
H  -7.34  -0.36  0.97
H  -6.98  -1.25  -0.51
H  -5.95  -0.95  2.51
H  -4.35  -3.01  3.35
H  -2.87  -4.64  2.28
H  -3.65  -5.53  0.09
H  -2.42  -6.34  -2.21
H  1.35  -6.57  -1.47
H  1.97  -4.91  -1.48
H  2.13  -5.92  -2.91
H  -0.49  -7.25  -3.08
H  0.35  -6.41  -4.37
H  -1.32  -6.01  -4.05
H  -0.69  -3.70  -3.95
H  1.05  -3.95  -4.12
H  0.42  -3.04  -2.74
H  -0.58  -5.25  3.14
H  1.15  -3.90  4.75
H  2.12  -2.51  5.94
H  0.47  -2.13  6.49
H  1.76  -0.93  6.61
H  2.82  -1.81  3.63
H  2.92  -0.19  4.34
H  2.02  -0.43  2.85
H  -0.73  -0.05  5.33
H  0.06  0.70  3.94
H  0.83  0.76  5.52
C  3.11  6.40  -0.26
C  3.64  5.13  0.32
N  4.72  5.19  1.09
C  5.19  4.08  1.64
C  4.59  2.84  1.52
C  5.17  1.65  2.23
O  4.56  1.54  3.51
C  3.43  2.76  0.74
C  2.64  1.50  0.67
N  1.46  1.35  1.14
C  0.85  2.44  1.81
C  1.39  2.93  2.99
C  0.78  3.97  3.67
C  -0.40  4.52  3.19
C  -0.96  4.03  2.02
C  -0.34  2.98  1.34
I  -1.21  2.34  -0.45
C  2.98  3.91  0.09
O  1.92  3.86  -0.76
H  3.86  7.18  -0.15
H  2.85  6.30  -1.32
H  2.21  6.71  0.27
H  6.09  4.18  2.23
H  5.00  0.74  1.65
H  6.25  1.79  2.33
H  5.16  1.07  4.10
H  3.10  0.63  0.20
H  2.31  2.49  3.37
H  1.22  4.34  4.59
H  -0.88  5.33  3.71
H  -1.88  4.45  1.64
Ge  2.38  3.51  -2.50
C  3.06  1.70  -2.47
C  4.42  1.48  -2.23
C  4.91  0.20  -2.05
C  4.05  -0.89  -2.13
C  2.70  -0.69  -2.40
C  2.21  0.59  -2.57
C  0.77  3.78  -3.52
C  0.43  2.90  -4.54
C  -0.67  3.15  -5.34
C  -1.45  4.28  -5.12
C  -1.11  5.16  -4.10
C  0.00  4.92  -3.30
H  3.53  4.48  -2.80
H  5.10  2.33  -2.16
H  5.96  0.04  -1.85
H  4.43  -1.90  -2.00
H  2.03  -1.54  -2.49
H  1.16  0.73  -2.80
H  1.02  2.01  -4.73
H  -0.94  2.47  -6.14
H  -2.31  4.48  -5.74
H  -1.72  6.04  -3.92
H  0.24  5.60  -2.50
Cl  -0.69  -0.94  -5.65
C  -2.06  -0.67  -4.55
Cl  -3.34  0.22  -5.35
C  -1.59  0.00  -3.24
O  -2.20  0.97  -2.81
O  -0.60  -0.60  -2.69
H  -2.45  -1.65  -4.29

As for the charge: +1. Its LUMO energy is -2.642 eV. As for the frontier orbital gap: 7.65 eV.

No. 9
Here is one molecule with the formula C2H4N2O3 in a non-equilibrium geometry from the Open Molecules 2025 dataset. Energies are from the ωB97M-V functional and the def2-TZVPD basis.

Atoms and positions in Å:
C  1.49  0.23  0.72
C  -0.79  -0.22  -0.59
N  0.79  0.23  1.80
N  -1.41  0.07  -1.76
O  2.59  0.25  0.33
O  -1.25  -0.69  0.42
O  0.45  0.19  -0.59
H  1.32  0.02  2.71
H  -0.10  -0.20  1.64
H  -2.17  -0.34  -2.22
H  -0.91  0.47  -2.46

Its LUMO energy is 0.706 eV. Its structure (SMILES) is NC(=O)OC(N)=O. As for the frontier orbital gap: 11.24 eV.

| no. | DFT total energy (Ha) |
| --- | --- |
| 1 | -3392.6615 |
| 2 | -1499.4233 |
| 3 | -553.0673 |
| 4 | -1146.9114 |
| 5 | -3419.5027 |
| 6 | -1732.6300 |
| 7 | -382.1820 |
| 8 | -7370.0989 |
| 9 | -413.8667 |